Here is a structure of composition C45H60BN5O3P2STa in a non-equilibrium geometry from the Open Molecules 2025 dataset. Energies are from wB97M-V/def2-TZVPD.

CARTESIAN COORDINATES (ANGSTROEM)
Ta: 0.17627 0.49296 -0.00802
C: 0.07775 1.58609 5.90522
C: -1.05572 1.19902 5.21052
C: -0.94158 0.31518 4.15382
C: 0.29888 -0.19987 3.78872
C: 1.43458 0.18884 4.49308
C: 1.31865 1.08263 5.54466
P: 0.27601 -1.43787 2.42921
C: 0.41442 -2.96863 3.43454
C: 0.30569 -2.94899 4.82208
C: 0.50217 -4.10951 5.55057
C: 0.79050 -5.29961 4.90217
C: 0.86258 -5.33337 3.51650
C: 0.67048 -4.17634 2.78345
C: 1.97281 -1.36496 1.69665
C: 3.05106 -2.11596 2.15463
C: 4.25552 -2.06794 1.47282
C: 4.38530 -1.28073 0.33978
C: 3.30497 -0.53474 -0.11693
C: 2.08260 -0.58155 0.54027
H: -0.01251 2.26261 6.73929
H: -2.02749 1.56780 5.50284
H: -1.83099 -0.00846 3.62903
H: 2.39881 -0.22010 4.22553
H: 2.19584 1.38560 6.09589
H: 0.08799 -2.03295 5.34835
H: 0.43151 -4.07739 6.62787
H: 0.95395 -6.19980 5.47362
H: 1.07096 -6.26458 3.00995
H: 0.75351 -4.19897 1.70478
H: 2.95024 -2.73697 3.03282
H: 5.08697 -2.65670 1.82294
H: 5.32744 -1.24683 -0.18373
H: 3.42324 0.07492 -1.00565
C: -3.97297 2.97850 1.72610
N: -2.72106 3.27398 2.39402
C: -2.78605 4.20934 3.50553
C: -1.58093 2.67908 2.01795
N: -1.52527 1.67208 1.18433
N: -0.43951 3.21209 2.57250
C: 0.84548 2.73872 2.56857
N: 1.68671 3.41841 3.36066
N: 1.20333 1.70128 1.88153
H: -4.63928 3.82678 1.85118
H: -4.46183 2.09689 2.14704
H: -3.82909 2.83990 0.65561
H: -2.37697 5.18849 3.23951
H: -2.27585 3.81255 4.38446
H: -3.82990 4.35229 3.77665
H: -2.46141 1.35911 0.94134
H: -0.56734 4.10171 3.03586
H: 1.39283 4.20160 3.92008
H: 2.66768 3.19562 3.38142
H: 2.17783 1.45722 2.04029
C: 1.02552 -2.25970 -2.70763
P: 0.60123 -0.47973 -2.59428
C: -0.92863 -0.32153 -3.58635
C: 1.83467 0.23416 -3.74283
H: 0.83532 -2.60213 -3.72510
H: 0.42992 -2.85434 -2.02035
H: 2.08168 -2.39616 -2.48021
H: -0.76174 -0.75427 -4.57237
H: -1.18048 0.73113 -3.69867
H: -1.75615 -0.84489 -3.11387
H: 1.76555 -0.29300 -4.69330
H: 2.84155 0.12000 -3.35263
H: 1.63013 1.28774 -3.89856
O: -1.59642 -0.96844 -0.63301
S: -2.23850 -2.15078 0.11817
C: -3.60352 -1.34842 1.08082
C: -4.67783 -0.74397 0.23226
C: -4.38826 0.24259 -0.70925
C: -5.39116 0.75555 -1.51310
C: -6.69413 0.30309 -1.38006
C: -6.99367 -0.66926 -0.44049
C: -5.98989 -1.19539 0.35342
C: -3.33073 -3.07602 -1.06315
C: -2.81872 -3.25979 -2.45153
C: -3.47213 -2.62795 -3.50606
C: -3.08836 -2.87271 -4.81340
C: -2.03735 -3.73585 -5.07564
C: -1.37586 -4.36106 -4.02950
C: -1.76695 -4.12818 -2.72256
H: -3.09525 -0.61853 1.71254
H: -4.00193 -2.13616 1.71871
H: -3.36999 0.58905 -0.84388
H: -5.15480 1.50765 -2.24993
H: -7.47060 0.70074 -2.01210
H: -8.00520 -1.02584 -0.33222
H: -6.22646 -1.95816 1.07864
H: -4.29853 -2.57933 -1.08729
H: -3.42428 -4.03998 -0.56019
H: -4.31150 -1.97730 -3.30616
H: -3.62896 -2.41321 -5.62602
H: -1.75145 -3.94330 -6.09419
H: -0.57774 -5.05770 -4.23408
H: -1.28093 -4.65293 -1.91187
C: 0.11563 5.72349 -0.99664
C: 1.25620 4.70807 -0.95186
C: 2.46196 5.33916 -0.26489
O: 0.80360 3.58680 -0.12082
B: 0.68685 2.48499 -0.88349
O: 1.02274 2.67320 -2.16767
C: 1.58255 4.01818 -2.33615
C: 0.94626 4.66628 -3.55906
C: 3.07851 3.82477 -2.57837
H: -0.10860 6.04663 0.01839
H: -0.78417 5.29867 -1.43338
H: 0.41134 6.59898 -1.56465
H: 2.14867 5.80616 0.66408
H: 2.88662 6.10992 -0.89887
H: 3.22095 4.59933 -0.03188
H: -0.13720 4.61913 -3.52306
H: 1.27821 4.14492 -4.45297
H: 1.25237 5.70375 -3.64390
H: 3.52980 3.25155 -1.77315
H: 3.58174 4.78127 -2.66719
H: 3.22135 3.27784 -3.50555

Cartesian forces (eV/Å) of the 2 atoms listed first:
-0.6 -2.3 2.9
-0.1 0.0 0.0

The gap between HOMO and LUMO comes out at 6.20 eV. The value obtained for the largest force on an atom is 3.741 eV Å⁻¹. The calculated total energy comes out at -92853.1344 eV. The calculation puts the relative energy (zero: lowest compared OMol25 entry of this formula, charge and spin) at 34.66 kJ/mol. Its charge is +3. The value obtained for the HOMO energy is -15.4 eV.

Results of the Mulliken charge analysis, in e, for atoms 1 through 99: number 1, Ta, carries 0.601; number 2, C, carries -0.959; number 3, C, carries -0.593; number 4, C, carries -1.026; number 5, C, carries 1.091; number 6, C, carries -0.518; number 7, C, carries -0.834; number 8, P, carries 1.217; number 9, C, carries 0.521; number 10, C, carries -0.379; number 11, C, carries -0.852; number 12, C, carries -0.638; number 13, C, carries -0.758; number 14, C, carries -0.334; number 15, C, carries 0.869; number 16, C, carries -0.182; number 17, C, carries -0.856; number 18, C, carries -1.028; number 19, C, carries -0.213; number 20, C, carries -0.529; number 21, H, carries 0.478; number 22, H, carries 0.705; number 23, H, carries 0.409; number 24, H, carries 0.513; number 25, H, carries 0.534; number 26, H, carries 0.499; number 27, H, carries 0.466; number 28, H, carries 0.435; number 29, H, carries 0.465; number 30, H, carries 0.503; number 31, H, carries 0.546; number 32, H, carries 0.507; number 33, H, carries 0.494; number 34, H, carries 0.402; number 35, C, carries -1.323; number 36, N, carries 0.488; number 37, C, carries -1.244; number 38, C, carries 0.075; number 39, N, carries 0.492; number 40, N, carries 0.790; number 41, C, carries -1.182; number 42, N, carries -0.048; number 43, N, carries 0.393; number 44, H, carries 0.556; number 45, H, carries 0.321; number 46, H, carries 0.424; number 47, H, carries 0.363; number 48, H, carries 0.434; number 49, H, carries 0.421; number 50, H, carries -1.302; number 51, H, carries 0.331; number 52, H, carries 0.179; number 53, H, carries 0.265; number 54, H, carries 0.273; number 55, C, carries -1.277; number 56, P, carries 1.094; number 57, C, carries -0.872; number 58, C, carries -1.190; number 59, H, carries 0.555; number 60, H, carries 0.026; number 61, H, carries 0.567; number 62, H, carries 0.568; number 63, H, carries 0.383; number 64, H, carries -0.251; number 65, H, carries 0.585; number 66, H, carries 0.382; number 67, H, carries 0.149; number 68, O, carries -1.900; number 69, S, carries 0.825; number 70, C, carries -0.018; number 71, C, carries -0.064; number 72, C, carries 1.092; number 73, C, carries -1.170; number 74, C, carries -0.652; number 75, C, carries -0.755; number 76, C, carries -0.234; number 77, C, carries -0.919; number 78, C, carries 0.438; number 79, C, carries -0.492; number 80, C, carries -0.732; number 81, C, carries -0.519; number 82, C, carries -0.720; number 83, C, carries -0.323; number 84, H, carries -0.784; number 85, H, carries 0.891; number 86, H, carries 0.198; number 87, H, carries 0.510; number 88, H, carries 0.489; number 89, H, carries 0.452; number 90, H, carries 0.479; number 91, H, carries 0.414; number 92, H, carries 0.700; number 93, H, carries 0.433; number 94, H, carries 0.456; number 95, H, carries 0.461; number 96, H, carries 0.495; number 97, H, carries 0.563; number 98, C, carries -2.159; number 99, C, carries 1.597